1.
Density functional theory data (wB97M-V/def2-TZVPD) for a cluster of 3 separate species, C8H5Cl8F in total.

Last column: Mulliken charge in e.
Element x y z (Å)
F 9.279 -30.960 9.035  -0.314
C 9.990 -29.885 9.439  0.357
C 11.181 -29.596 8.801  -0.314
C 11.927 -28.518 9.254  -0.609
C 11.455 -27.744 10.302  -0.219
C 10.206 -27.985 10.874  -0.190
C 9.493 -29.097 10.457  -0.534
H 11.518 -30.301 8.052  0.398
H 12.871 -28.270 8.787  0.363
H 12.028 -26.900 10.668  0.376
H 9.784 -27.240 11.536  0.347
H 8.533 -29.342 10.896  0.379
C 13.291 -26.618 14.946  0.319
Cl 14.532 -25.573 14.281  -0.104
Cl 13.992 -28.192 15.318  -0.100
Cl 12.594 -25.914 16.390  -0.092
Cl 12.015 -26.831 13.726  -0.049
C 10.467 -23.533 10.559  0.314
Cl 10.830 -21.796 10.687  -0.109
Cl 8.719 -23.760 10.495  -0.101
Cl 11.211 -24.156 9.087  -0.091
Cl 11.109 -24.376 11.963  -0.027

Output
E_LUMO = 0.0088 Eh
net charge = 0
frontier orbital gap = 9.54 eV


2.
Density functional theory data (wB97M-V/def2-TZVPD) for an isolated molecule of C8H5I3 at a distorted geometry.

Last column: Mulliken charge in e.
Element x y z (Å)
C -0.228 -1.221 0.463  -0.551
C -0.411 -0.682 -0.798  -0.776
C 0.536 -0.516 1.346  -0.472
C 0.195 0.514 -1.218  -0.336
C 1.318 0.571 0.867  -0.479
C 1.137 1.046 -0.420  1.386
C 2.180 1.928 -0.998  -0.539
C -0.091 3.556 -3.336  -0.510
I 3.627 2.986 0.094  0.123
I 1.785 3.182 -2.704  0.552
I -1.512 3.624 -1.856  0.073
H -0.733 -2.051 0.793  0.466
H -1.166 -1.256 -1.307  0.324
H 0.657 -0.872 2.443  0.249
H -0.107 1.038 -2.101  0.245
H 1.990 1.095 1.475  0.245

Output
E_LUMO (spin up / spin down) = -0.0605 / -0.0245 Eh
net charge = 0
frontier orbital gap (spin up / spin down) = 5.88 / 7.14 eV


The energy relative to the best compared isomer or geometry (same formula, charge and spin) results, record by record, are as follows: 0.0, 121.2 kcal per mole.